one) Molecular formula: C4H8N4
Method: DFT, wB97M-V/def2-TZVPD

Geometry as XYZ:
```
16
Properties=species:S:1:pos:R:3
C 1.3046 -0.7212 -1.0496
N 0.8539 0.2862 -0.1583
C 1.3334 -0.0774 1.1561
C -0.5409 0.3347 -0.2031
N -1.0860 1.6014 -0.3617
N -1.2975 -0.7631 0.0033
C -2.6008 -0.5852 -0.0069
N -3.7623 -0.4662 0.1347
H 1.2357 -0.4289 -1.9351
H 2.3135 -0.7581 -1.0095
H 0.9828 -1.9110 -0.7671
H 0.7589 0.4672 1.9942
H 0.9467 -0.8935 1.5268
H 2.3987 -0.0605 1.3226
H -0.5200 2.3542 -0.3179
H -2.3208 1.6215 -0.3285
```

Output
Gap between HOMO and LUMO, Ha: 0.3776
Total charge: 0
Highest occupied orbital energy, eV: -9.5
SMILES: CN(C)/C(N)=N/C#N
E_LUMO, eV: 0.7348


two) Molecular formula: C4H8N4
Method: DFT, wB97M-V/def2-TZVPD

Geometry as XYZ:
```
16
Properties=species:S:1:pos:R:3
C 1.8294 1.6763 0.1268
C 1.0279 0.5109 0.7620
N 1.7732 -0.6870 0.8143
N 1.2198 -1.6159 0.2103
N 0.1806 -1.2005 -0.5639
C -1.1046 -0.8254 0.0809
C -2.3259 -0.9620 -0.7691
N -0.1381 0.2091 -0.2288
H 2.4739 2.1876 0.8787
H 1.1421 2.5345 -0.1143
H 2.4538 1.3990 -0.7493
H 0.5136 0.8740 1.7052
H -1.2465 -1.1644 1.1487
H -1.9875 -1.1473 -1.8359
H -2.7714 0.0427 -0.7888
H -3.0403 -1.8315 -0.6768
```

Output
Gap between HOMO and LUMO, Ha: 0.3593
Total charge: 0
Highest occupied orbital energy, eV: -9.2
SMILES: C[C@@H]1N=NN2[C@H](C)N12
E_LUMO, eV: 0.5370


three) Molecular formula: C4H8N4
Method: DFT, wB97M-V/def2-TZVPD

Geometry as XYZ:
```
16
Properties=species:S:1:pos:R:3
C -2.0101 0.2717 -0.5595
N -0.9084 1.2300 -0.3665
C 0.3670 0.8030 -0.1852
N 1.2937 1.7551 -0.2423
C 2.4839 1.1891 -0.2300
N 2.4786 -0.1521 -0.1487
C 1.0935 -0.5491 -0.0272
N 0.6274 -1.8770 0.0114
H -1.7247 -0.7757 -0.4306
H -2.8178 0.4601 0.0289
H -2.3385 0.4360 -1.6815
H -0.8683 2.0079 -0.8819
H 3.4045 1.7007 -0.2489
H 3.4010 -0.7005 -0.2450
H 0.6400 -2.0855 -0.9860
H 1.3092 -2.4479 0.4504
```

Output
Gap between HOMO and LUMO, Ha: 0.2799
Total charge: 0
Highest occupied orbital energy, eV: -6.8
SMILES: CNc1nc[nH]c1N
E_LUMO, eV: 0.7788


The computed energies, referenced to the most stable structure and given in hartree, are one) 0.0688; two) 0.0888; three) 0.0000.


one) Molecular formula: C4H8N4
Method: DFT, wB97M-V/def2-TZVPD

Geometry as XYZ:
```
16
Properties=species:S:1:pos:R:3
C -1.1149 0.4059 -0.2026
C 1.1456 0.3255 -0.0061
C -1.5278 1.5410 0.3275
C 1.6669 1.5050 -0.2349
N -1.5955 -0.8936 -0.2021
N 1.5561 -0.9740 0.1644
N -0.5924 -1.8543 -0.4876
N 0.4521 -1.7352 0.5031
H -2.5815 1.8663 0.6157
H -0.8708 2.4024 0.4349
H 2.7334 1.6792 0.0939
H 1.1099 2.2480 -0.5979
H -2.1594 -1.2549 0.4898
H 2.1545 -1.3620 -0.6951
H -0.8094 -2.8228 -0.4967
H 0.7672 -2.5697 0.9562
```

Output
Gap between HOMO and LUMO, Ha: 0.3080
Total charge: 0
Highest occupied orbital energy, eV: -7.5
E_LUMO, eV: 0.8530


two) Molecular formula: C4H8N4
Method: DFT, wB97M-V/def2-TZVPD

Geometry as XYZ:
```
16
Properties=species:S:1:pos:R:3
C 3.1350 0.0665 -0.1737
N 1.7172 -0.2217 -0.3901
N 1.0278 0.5378 0.3132
C -0.3354 0.2160 0.2637
C -1.2761 0.8107 0.9593
N -2.5604 0.4714 0.5974
N -2.4339 -0.6286 -0.3465
C -1.0078 -0.7611 -0.6793
H 3.5996 -0.8888 0.2281
H 3.6687 0.3444 -1.1019
H 3.3109 0.8700 0.5423
H -1.1094 1.4903 1.7555
H -3.2081 0.3274 1.3743
H -3.0002 -0.2769 -1.1396
H -0.7698 -0.4978 -1.7179
H -0.7578 -1.8595 -0.4849
```

Output
Gap between HOMO and LUMO, Ha: 0.3184
Total charge: 0
Highest occupied orbital energy, eV: -7.8
SMILES: C/N=N/C1=CNNC1
E_LUMO, eV: 0.8728


three) Molecular formula: C4H8N4
Method: DFT, wB97M-V/def2-TZVPD

Geometry as XYZ:
```
16
Properties=species:S:1:pos:R:3
H -2.0713 -1.5979 0.6315
N -1.4552 -2.3430 0.2149
C -0.3646 -1.8664 -0.2441
N 0.0593 -0.5784 -0.2599
C 1.3372 -0.2655 -0.7317
N 2.0721 -1.0232 -1.4812
H 3.0101 -0.6400 -1.4866
N -0.8096 0.3042 0.3521
C -0.5093 1.3041 1.3162
C -0.8132 1.6444 -0.0752
H 0.3444 -2.5238 -0.7664
H 1.7553 0.5922 -0.1432
H 0.5352 1.3415 1.6879
H -1.2417 1.5631 2.0918
H -1.7862 2.0873 -0.3149
H -0.0625 2.0014 -0.7912
```

Output
Gap between HOMO and LUMO, Ha: 0.3585
Total charge: 0
Highest occupied orbital energy, eV: -9.0
SMILES: [H]/N=C\N(/C=N/[H])N1CC1
E_LUMO, eV: 0.7440


The computed energies, referenced to the most stable structure and given in hartree, are one) 0.1802; two) 0.0000; three) 0.0080.


one) Molecular formula: C4H8N4
Method: DFT, wB97M-V/def2-TZVPD

Geometry as XYZ:
```
16
Properties=species:S:1:pos:R:3
N 0.4442 -1.3426 0.0907
C -0.9531 0.5865 -0.3294
C -0.0254 -0.0759 0.5926
N -0.4133 -2.4411 0.4028
C 0.6575 1.3276 -0.5168
C 1.5476 0.9304 -1.4193
N -1.9193 1.3187 -0.5106
N 0.0322 0.1194 1.8878
H 1.3354 -1.5198 0.5482
H -1.1469 -2.4814 -0.3014
H -0.8300 -2.3014 1.3185
H -2.8356 0.9894 -0.2183
H -0.3560 1.0073 2.1976
H 0.5728 2.3564 -0.1876
H 2.2247 1.6382 -1.8802
H 1.6652 -0.1118 -1.6747
```

Output
Gap between HOMO and LUMO (alpha / beta), Ha: 0.2982 / 0.2982
Total charge: 0
Highest occupied orbital energy (alpha / beta), eV: -8.2 / -8.2
E_LUMO (alpha / beta), eV: -0.0903 / -0.0899


two) Molecular formula: C4H8N4
Method: DFT, wB97M-V/def2-TZVPD

Geometry as XYZ:
```
16
Properties=species:S:1:pos:R:3
C -3.3352 0.7547 -1.0983
C -2.2792 -0.0010 -0.4589
C -1.3945 -0.6152 0.0663
N -0.3405 -1.2627 0.6360
H -3.2475 1.8095 -0.8388
H -4.3126 0.3915 -0.7794
H -3.2567 0.6522 -2.1802
H -0.4270 -1.3159 1.6462
H -0.1995 -2.1859 0.2379
N 3.7033 -0.6098 -1.4875
C 2.9451 -0.2606 -0.6964
N 2.1085 0.1942 0.2066
N 2.5789 0.7637 1.4176
H 1.1901 -0.2585 0.2960
H 3.3635 0.2310 1.7944
H 2.9033 1.7128 1.2384
```

Output
Gap between HOMO and LUMO, Ha: 0.3519
Total charge: 0
Highest occupied orbital energy, eV: -9.0
SMILES: CC#CN.N#CNN
E_LUMO, eV: 0.5769


three) Molecular formula: C4H8N4
Method: DFT, wB97M-V/def2-TZVPD

Geometry as XYZ:
```
16
Properties=species:S:1:pos:R:3
C 2.0388 0.3687 -0.7402
C 0.8686 0.3628 -0.1155
N 0.6360 0.9524 1.1262
N -0.6536 0.7128 1.6318
N -0.8876 -0.7451 1.5075
N -1.2424 -0.9830 0.1695
C -0.4269 -0.3413 -0.7575
C -0.6743 -0.3126 -2.0610
H 2.9055 0.8283 -0.2956
H 2.1572 -0.0783 -1.7069
H 1.3986 0.7909 1.7824
H -0.6738 0.9725 2.6147
H -1.6519 -1.0216 2.1165
H -2.2321 -0.8991 -0.0537
H -1.5530 -0.7808 -2.4710
H -0.0091 0.1733 -2.7471
```

Output
Gap between HOMO and LUMO, Ha: 0.3159
Total charge: 0
Highest occupied orbital energy, eV: -7.5
SMILES: C=c1[nH][nH][nH][nH]c1=C
E_LUMO, eV: 1.0652


The computed energies, referenced to the most stable structure and given in hartree, are one) 0.0851; two) 0.0000; three) 0.0333.


one) Molecular formula: C4H8N4
Method: DFT, wB97M-V/def2-TZVPD

Geometry as XYZ:
```
16
Properties=species:S:1:pos:R:3
C -1.4659 1.1314 -1.8934
C -0.1330 0.7430 -0.0190
C -0.2513 -0.7295 0.0427
C 1.2310 0.4290 1.6922
H -1.3481 0.0919 -1.8360
H -0.9404 1.5355 -2.6688
H -2.5943 1.4256 -1.9372
H -0.9837 -1.6144 -0.7093
H -0.8715 -0.9490 0.9219
H 1.5195 -1.7003 -0.6347
H 1.6702 -1.4390 2.0350
H 1.5617 0.5723 2.8224
N -0.6418 1.5523 -0.7604
N 1.0925 -1.4161 0.3877
N 1.9306 -0.6959 1.2744
N 0.2244 1.0632 1.2826
```

Output
Gap between HOMO and LUMO, Ha: 0.3521
Total charge: 0
Highest occupied orbital energy, eV: -8.9
E_LUMO, eV: 0.6690


two) Molecular formula: C4H8N4
Method: DFT, wB97M-V/def2-TZVPD

Geometry as XYZ:
```
16
Properties=species:S:1:pos:R:3
C 1.1969 0.8765 -0.9354
C 0.6487 1.4987 0.1253
N -0.7154 1.2466 0.5737
N -0.6211 0.2997 1.6038
C -0.8908 -1.0404 1.0382
C 0.1020 -1.5895 -0.0061
N -0.1148 -1.0240 -1.3643
N 0.6671 -0.1398 -1.7509
H 2.1984 1.0723 -1.2900
H 1.2158 2.1994 0.7058
H -1.0638 2.1314 0.9998
H -1.4225 0.4633 2.1899
H -0.8836 -1.7342 1.8772
H -1.8886 -1.0230 0.5536
H -0.2001 -2.6465 -0.1152
H 1.1932 -1.6120 0.3108
```

Output
Gap between HOMO and LUMO, Ha: 0.3101
Total charge: 0
Highest occupied orbital energy, eV: -8.2
SMILES: C1=C\NNCC\N=N/1
E_LUMO, eV: 0.1942


The computed energies, referenced to the most stable structure and given in hartree, are one) 0.0513; two) 0.0000.


one) Molecular formula: C5H14NO2
Method: DFT, wB97M-V/def2-TZVPD

Geometry as XYZ:
```
22
Properties=species:S:1:pos:R:3
O -2.0674 0.9414 0.7083
C -0.8152 1.0154 1.2626
C 0.3465 0.8749 0.2454
N 0.0253 0.1315 -1.0103
C 1.1402 -0.9268 -1.1584
C 2.0195 -1.0093 0.1696
C 1.5271 0.1290 0.9932
H -2.2088 1.4255 -0.0088
H -0.8014 1.8746 1.8639
H -0.7616 0.0926 2.0776
H 0.6544 1.9022 0.0357
H -1.0058 -0.2886 -1.0780
H 0.0283 0.8020 -1.8017
H 1.6588 -0.7310 -2.0608
H 0.5270 -1.8760 -1.3211
H 2.9826 -0.8841 -0.0280
H 2.0341 -1.8312 0.8867
H 0.9811 -0.2005 1.8824
H 2.1513 0.9648 1.2555
H -3.2398 -0.4071 -1.5561
H -2.6348 -1.3827 -0.3580
O -2.5417 -0.6168 -0.9999
```

Output
2S+1: 2
Gap between HOMO and LUMO (alpha / beta), Ha: 0.1356 / 0.3864
Total charge: 0
Highest occupied orbital energy (alpha / beta), eV: -2.9 / -10.0
E_LUMO (alpha / beta), eV: 0.7598 / 0.4865


two) Molecular formula: C5H14NO2
Method: DFT, wB97M-V/def2-TZVPD

Geometry as XYZ:
```
22
Properties=species:S:1:pos:R:3
C -0.6990 0.3566 2.7866
C -0.3676 -0.1755 1.4006
C 0.7971 0.6405 0.8061
C 1.4198 0.1123 -0.5139
C 0.3745 -0.3767 -1.5350
O -0.8225 0.2835 -1.5021
N -0.0356 -1.6096 1.4804
H -1.1268 1.3607 2.6998
H -1.4421 -0.2816 3.2479
H 0.2231 0.4650 3.3443
H -1.1548 -0.0706 0.6506
H 0.3684 1.6059 0.5685
H 1.6120 0.7052 1.5336
H 2.0756 -0.7353 -0.2951
H 1.9977 0.9524 -0.9071
H 0.7531 -0.1740 -2.5553
H 0.2293 -1.4574 -1.4240
H -0.7411 -2.1680 1.0196
H 0.8736 -1.8119 1.0975
H -2.0355 0.7243 -4.4689
H -1.1237 0.6253 -3.2750
O -1.1754 1.0287 -4.1592
```

Output
2S+1: 2
Gap between HOMO and LUMO (alpha / beta), Ha: 0.3729 / 0.2670
Total charge: 0
Highest occupied orbital energy (alpha / beta), eV: -9.3 / -9.4
E_LUMO (alpha / beta), eV: 0.8136 / -2.0912


The computed energies, referenced to the most stable structure and given in hartree, are one) 0.1278; two) 0.0000.


one) Molecular formula: C5H14NO2
Method: DFT, wB97M-V/def2-TZVPD

Geometry as XYZ:
```
22
Properties=species:S:1:pos:R:3
C 1.8705 0.9066 -0.1089
O -0.9308 0.9226 -1.4560
C 1.1946 1.0953 1.0208
C -0.1227 0.3982 1.3337
C -0.9415 1.3858 2.1721
C -1.9517 2.1257 1.7024
N 1.6018 -3.9344 -2.0722
H 2.7747 1.4775 -0.2704
H 1.4965 0.2520 -0.8772
H -1.5509 1.0970 -2.1641
H 1.5140 1.8476 1.7337
H -0.7493 0.2459 0.4660
H 0.1379 -0.5211 1.8538
H -0.8218 1.2569 3.2380
H -2.1721 2.0065 0.6531
H -2.5982 2.6150 2.4082
H 2.1101 -4.6532 -1.6046
H 1.5195 -4.1310 -3.0521
H 0.7443 -3.6878 -1.6181
H -0.7837 -0.1163 -1.3158
H -1.2028 -1.7856 -1.7205
O -0.5719 -1.4499 -1.0543
```

Output
2S+1: 2
Gap between HOMO and LUMO (alpha / beta), Ha: 0.3402 / 0.1953
Total charge: 0
Highest occupied orbital energy (alpha / beta), eV: -9.0 / -9.0
E_LUMO (alpha / beta), eV: 0.2597 / -3.6767


two) Molecular formula: C5H14NO2
Method: DFT, wB97M-V/def2-TZVPD

Geometry as XYZ:
```
22
Properties=species:S:1:pos:R:3
O 1.4904 1.9735 1.9984
C 1.0515 1.9125 0.6568
C 0.1360 0.5861 0.3026
N 0.6809 -0.7488 0.7367
C 0.4108 -1.9077 -0.2442
C 0.1245 -1.2980 -1.5982
C 0.0237 0.3204 -1.2319
H 2.5195 2.0016 1.9937
H 0.4944 2.9462 0.4180
H 1.9787 1.9409 0.0116
H -0.7731 0.7380 0.9670
H 1.7231 -0.5976 0.9840
H 0.0644 -1.0074 1.6033
H -0.3325 -2.6769 0.2451
H 1.3334 -2.4745 -0.4637
H -0.6841 -1.7471 -2.1158
H 0.8948 -1.3680 -2.3700
H 0.6663 1.0331 -1.6888
H -1.0874 0.5357 -1.5668
H -3.9921 -0.4492 0.0754
H -3.6340 0.3667 1.0077
O -3.0893 -0.0795 0.2791
```

Output
2S+1: 2
Gap between HOMO and LUMO (alpha / beta), Ha: 0.1330 / 0.3933
Total charge: 0
Highest occupied orbital energy (alpha / beta), eV: -3.1 / -10.4
E_LUMO (alpha / beta), eV: 0.4863 / 0.3319


The computed energies, referenced to the most stable structure and given in hartree, are one) 0.0000; two) 0.0309.


one) Molecular formula: C4H8O2
Method: DFT, wB97M-V/def2-TZVPD

Geometry as XYZ:
```
14
Properties=species:S:1:pos:R:3
C -1.6744 -0.2369 -0.4829
C -0.2934 0.3535 -0.3183
O -0.2410 1.3046 0.7402
C 0.7013 -0.6795 0.0882
C 2.0340 -0.0505 0.4494
O 2.7217 -0.7630 1.1344
H -2.3807 0.5260 -0.8172
H -1.6524 -1.0482 -1.2180
H -2.0139 -0.6430 0.4776
H 0.0731 0.8025 -1.2528
H -0.7915 2.0569 0.4991
H 0.8380 -1.4943 -0.6367
H 0.3456 -1.1567 1.0173
H 2.3334 1.0287 0.3198
```

Output
Gap between HOMO and LUMO, Ha: 0.3781
Total charge: 0
Highest occupied orbital energy, eV: -9.5
SMILES: C[C@@H](O)CC=O
E_LUMO, eV: 0.7778


two) Molecular formula: C4H8O2
Method: DFT, wB97M-V/def2-TZVPD

Geometry as XYZ:
```
14
Properties=species:S:1:pos:R:3
O 2.0672 0.7502 -0.7492
C 1.7092 -0.3657 -0.0743
C -0.2576 0.1117 0.6991
C -0.8565 0.7970 -0.5162
O -1.4587 -0.4368 -0.9499
C -1.1677 -1.0461 0.3168
H 2.6833 1.2464 -0.1945
H 1.0374 -0.2182 0.9214
H 1.1720 -1.0175 -0.7679
H -0.3688 0.5876 1.6786
H -1.6212 1.5464 -0.2654
H -0.1595 1.2153 -1.2524
H -2.0671 -1.1307 0.9434
H -0.7122 -2.0397 0.2105
```

Output
Gap between HOMO and LUMO, Ha: 0.3276
Total charge: 0
Highest occupied orbital energy, eV: -8.1
E_LUMO, eV: 0.8472


three) Molecular formula: C4H8O2
Method: DFT, wB97M-V/def2-TZVPD

Geometry as XYZ:
```
14
Properties=species:S:1:pos:R:3
C -0.7630 0.9975 1.2103
C 0.0805 0.2411 0.5147
O -0.4108 -0.7997 -0.2167
C -1.8204 -0.6206 -0.6239
O 1.4083 0.4884 0.5546
C 2.3579 -0.1574 -0.2777
H -0.4706 1.9595 1.5701
H -1.6595 0.5209 1.5761
H -2.5703 -0.0951 0.0112
H -1.8181 -0.0643 -1.5630
H -2.1600 -1.6403 -0.7173
H 3.2860 0.4251 -0.1966
H 2.5538 -1.1750 0.0765
H 2.0237 -0.1767 -1.3146
```

Output
Gap between HOMO and LUMO, Ha: 0.3319
Total charge: 0
Highest occupied orbital energy, eV: -8.0
SMILES: C=C(OC)OC
E_LUMO, eV: 0.9844


The computed energies, referenced to the most stable structure and given in hartree, are one) 0.0000; two) 0.1675; three) 0.0559.


one) Molecular formula: C4H8O2
Method: DFT, wB97M-V/def2-TZVPD

Geometry as XYZ:
```
14
Properties=species:S:1:pos:R:3
C -0.4372 1.5602 -1.8036
C -1.1181 0.6752 -1.0806
O -1.3290 -0.5954 -1.5110
H 0.0016 1.2641 -2.7515
H -0.3440 2.5911 -1.4823
H -1.5547 0.9357 -0.1133
H -1.4526 -1.1738 -0.7382
C 1.2259 -0.4705 1.8324
C 0.4554 -1.1321 0.7336
O -0.6202 -1.6719 0.9044
H 1.5797 0.5089 1.4924
H 0.5925 -0.3684 2.7157
H 2.1078 -1.0735 2.0776
H 0.8989 -1.0854 -0.2792
```

Output
Gap between HOMO and LUMO, Ha: 0.3604
Total charge: 0
Highest occupied orbital energy, eV: -9.0
SMILES: C=CO.CC=O
E_LUMO, eV: 0.8178


two) Molecular formula: C4H8O2
Method: DFT, wB97M-V/def2-TZVPD

Geometry as XYZ:
```
14
Properties=species:S:1:pos:R:3
O -0.5621 0.7235 -1.8772
C -0.0804 -0.3771 -1.2305
C 1.1754 0.3513 0.1189
C 0.2075 0.3341 1.2740
O -1.1170 0.1500 0.7910
C -1.0150 -0.8910 -0.1896
H -1.1451 1.1763 -1.2383
H 1.0124 -0.5469 -1.1511
H 1.3729 1.3200 -0.3408
H 2.1397 -0.1372 0.3637
H 0.2229 1.2713 1.8290
H 0.4545 -0.4938 1.9554
H -0.6364 -1.8149 0.2645
H -2.0294 -1.0658 -0.5690
```

Output
Gap between HOMO and LUMO, Ha: 0.3436
Total charge: 0
Highest occupied orbital energy, eV: -8.4
E_LUMO, eV: 0.9796


The computed energies, referenced to the most stable structure and given in hartree, are one) 0.0000; two) 0.0878.